{
  "formula": "C4H8FN3",
  "method": "wB97M-V/def2-TZVPD",
  "homo_energy_ev": -9.24,
  "e_lumo_ha": 0.0331,
  "smiles": "[H]/N=C(\\NN)[C@H]1C[C@@H]1F",
  "gap_ev": 10.1,
  "e_tot_ev": -11463.548,
  "relative_energy_kj_mol": 120.8,
  "symbols": ["H", "N", "C", "N", "N", "C", "C", "C", "F", "H", "H", "H", "H", "H", "H", "H"],
  "xyz": [[-1.60, -1.66, 0.19], [-0.68, -1.36, -0.20], [-0.43, -0.14, 0.24], [-1.24, 0.66, 0.97], [-2.57, 0.34, 1.35], [0.88, 0.47, -0.09], [2.03, -0.48, -0.38], [1.37, 0.30, -1.49], [2.08, 1.27, -2.04], [-1.05, 1.67, 1.06], [-3.13, 0.00, 0.57], [-2.52, -0.42, 2.06], [1.13, 1.46, 0.30], [1.86, -1.56, -0.25], [3.02, -0.18, -0.12], [0.86, -0.37, -2.19]],
  "mulliken_charge": [0.220, -0.704, 0.335, -0.004, -0.808, -0.211, -0.808, 0.164, -0.296, 0.250, 0.271, 0.278, 0.331, 0.284, 0.276, 0.421]
}


{
  "formula": "CCl4OS",
  "method": "wB97M-V/def2-TZVPD",
  "homo_energy_ev": [-9.87, -9.86],
  "e_lumo_ha": [-0.1748, -0.1753],
  "gap_ev": [5.1, 5.1],
  "e_tot_ev": -64004.961,
  "relative_energy_kj_mol": 389.7,
  "symbols": ["C", "O", "S", "Cl", "Cl", "Cl", "Cl"],
  "xyz": [[0.12, 0.84, -0.37], [0.20, -0.14, 0.34], [0.60, -2.73, 0.32], [-0.74, 0.46, -1.99], [-1.27, 2.05, 0.49], [1.39, 1.86, -0.69], [-0.30, -2.33, 1.91]],
  "mulliken_charge": [0.381, -0.384, 0.383, -0.209, -0.263, -0.085, 0.177]
}


{
  "formula": "C4H9NOSi",
  "method": "wB97M-V/def2-TZVPD",
  "homo_energy_ev": -9.29,
  "e_lumo_ha": 0.0273,
  "smiles": "C[C@H]1CC(=O)N1[SiH3]",
  "gap_ev": 10.0,
  "e_tot_ev": -15707.256,
  "relative_energy_kj_mol": 323.7,
  "symbols": ["C", "C", "C", "C", "O", "N", "Si", "H", "H", "H", "H", "H", "H", "H", "H", "H"],
  "xyz": [[-1.78, -0.55, 0.26], [-0.90, 0.42, -0.47], [-0.49, 1.76, 0.14], [0.94, 1.27, 0.36], [1.94, 1.77, 0.76], [0.81, -0.07, -0.02], [1.83, -1.47, -0.34], [-1.49, -0.45, 1.36], [-1.78, -1.54, -0.09], [-2.86, -0.14, 0.25], [-0.85, 0.26, -1.50], [-0.90, 1.96, 1.15], [-0.65, 2.52, -0.64], [1.65, -2.38, -1.55], [1.23, -2.13, 0.81], [3.30, -1.24, -0.46]],
  "mulliken_charge": [-1.169, 0.088, -0.354, 0.339, -0.602, 0.026, 0.068, 0.288, 0.367, 0.302, 0.381, 0.230, 0.277, -0.087, -0.078, -0.076]
}


{
  "formula": "C4H14N3",
  "method": "wB97M-V/def2-TZVPD",
  "charge": 1,
  "homo_energy_ev": [-11.77, -15.19],
  "s2": 2.007,
  "e_lumo_ha": [-0.1047, -0.2150],
  "gap_ev": [8.9, 9.3],
  "e_tot_ev": -8834.056,
  "relative_energy_kj_mol": 18.7,
  "spin_multiplicity": 3,
  "symbols": ["C", "C", "C", "C", "N", "N", "N", "H", "H", "H", "H", "H", "H", "H", "H", "H", "H", "H", "H", "H", "H"],
  "xyz": [[0.06, -2.55, 0.09], [-0.94, -1.76, 0.81], [-1.55, -0.61, 0.07], [0.26, 0.00, -1.44], [-0.16, 1.12, 0.71], [-0.56, 0.32, -0.18], [1.44, 3.10, -0.22], [-0.33, -3.18, -0.61], [0.84, -1.98, -0.40], [0.61, -3.39, 0.63], [-0.57, -1.34, 1.74], [-1.75, -2.37, 1.01], [-2.15, -0.94, -0.81], [-2.31, -0.05, 0.72], [-0.08, -0.78, -2.11], [1.17, 0.63, -1.62], [0.67, 1.88, 0.46], [-0.90, 1.57, 1.27], [0.70, 3.37, -0.94], [1.40, 3.70, 0.58], [2.28, 3.07, -0.67]],
  "mulliken_spin": [0.031, 0.062, -0.018, 0.971, 0.576, 0.383, 0.006, -0.006, -0.032, 0.005, 0.003, -0.006, 0.006, 0.001, 0.008, 0.033, -0.034, 0.011, -0.002, 0.001, 0.001]
}


{
  "formula": "C25H28B2Br2F4N6O6Pr",
  "method": "wB97M-V/def2-TZVPD",
  "charge": 1,
  "homo_energy_ev": [-9.36, -9.37],
  "s2": 2.002,
  "e_lumo_ha": [-0.2600, -0.2600],
  "gap_ev": [2.3, 2.3],
  "e_tot_ev": -213977.954,
  "relative_energy_kj_mol": 317.8,
  "spin_multiplicity": 3,
  "symbols": ["Pr", "C", "C", "N", "O", "B", "F", "F", "O", "N", "C", "C", "C", "N", "O", "B", "F", "F", "O", "N", "C", "C", "C", "H", "H", "H", "H", "H", "H", "H", "H", "H", "H", "H", "H", "O", "C", "C", "C", "C", "C", "C", "C", "N", "C", "C", "N", "C", "C", "C", "C", "C", "C", "C", "O", "H", "H", "H", "H", "H", "H", "H", "H", "H", "H", "H", "H", "H", "H", "Br", "C", "Br", "H", "H"],
  "xyz": [[9.11, -15.57, -5.46], [7.85, -17.04, -9.94], [7.89, -16.65, -8.52], [8.85, -15.93, -8.05], [9.63, -15.37, -9.00], [10.45, -14.19, -8.52], [10.23, -13.17, -9.36], [11.82, -14.57, -8.47], [10.17, -13.83, -7.10], [8.94, -13.44, -6.65], [7.14, -12.46, -6.74], [6.20, -11.60, -7.43], [6.52, -13.16, -5.50], [7.04, -14.33, -5.33], [6.66, -15.03, -4.22], [5.68, -16.19, -4.52], [4.66, -15.72, -5.29], [5.34, -16.66, -3.30], [6.39, -17.30, -5.28], [7.14, -16.80, -6.30], [6.90, -17.23, -7.49], [5.77, -18.08, -7.90], [5.40, -12.52, -4.65], [7.28, -16.37, -10.61], [7.38, -18.02, -10.12], [8.87, -17.07, -10.36], [6.64, -11.33, -8.40], [5.90, -10.72, -6.86], [5.29, -12.24, -7.64], [4.86, -17.87, -7.34], [6.01, -19.13, -7.77], [5.53, -17.98, -8.95], [5.59, -11.53, -4.28], [5.19, -13.26, -3.83], [4.50, -12.49, -5.28], [7.80, -13.43, -7.57], [8.63, -11.99, -6.33], [8.98, -10.98, -7.36], [8.93, -9.61, -7.08], [8.69, -9.17, -5.76], [8.79, -10.10, -4.73], [8.86, -11.48, -4.94], [9.08, -12.32, -3.75], [9.18, -13.60, -3.68], [9.26, -14.17, -2.34], [10.18, -15.35, -2.20], [9.71, -16.42, -3.04], [9.79, -17.60, -2.59], [9.74, -18.85, -3.38], [9.91, -20.04, -2.72], [10.06, -21.31, -3.38], [9.89, -21.31, -4.78], [9.71, -20.18, -5.45], [9.67, -18.87, -4.84], [9.65, -17.80, -5.56], [9.30, -11.37, -8.30], [9.08, -8.90, -7.92], [8.65, -8.14, -5.54], [8.76, -9.85, -3.64], [9.30, -11.77, -2.81], [8.19, -14.52, -2.06], [9.56, -13.43, -1.62], [10.17, -15.71, -1.17], [11.22, -15.12, -2.53], [10.02, -17.77, -1.56], [9.96, -20.04, -1.64], [10.26, -22.25, -2.87], [10.02, -22.24, -5.23], [9.64, -20.18, -6.55], [12.52, -17.59, -6.74], [13.41, -15.98, -6.25], [12.38, -14.98, -4.92], [13.42, -15.32, -7.15], [14.32, -16.17, -5.77]],
  "mulliken_spin": [1.983, 0.000, 0.003, -0.005, 0.000, 0.004, 0.000, 0.000, -0.004, 0.003, -0.004, 0.001, 0.009, -0.004, 0.000, 0.002, 0.000, 0.000, 0.001, -0.003, 0.004, 0.000, 0.000, 0.000, 0.000, 0.000, 0.000, 0.000, 0.000, 0.000, 0.000, 0.000, 0.000, 0.000, 0.000, 0.003, 0.003, -0.001, 0.000, 0.000, 0.002, -0.002, 0.006, -0.003, 0.002, 0.000, -0.001, 0.005, 0.002, 0.000, -0.001, 0.000, 0.001, 0.000, -0.003, 0.000, 0.000, 0.000, 0.000, 0.000, 0.000, 0.000, 0.000, -0.001, 0.000, 0.000, 0.000, 0.000, 0.000, 0.000, 0.000, -0.001, 0.000, 0.000]
}


{
  "formula": "C24H52N7O7",
  "method": "wB97M-V/def2-TZVPD",
  "charge": 1,
  "homo_energy_ev": -10.66,
  "e_lumo_ha": -0.1267,
  "gap_ev": 7.2,
  "e_tot_ev": -50490.076,
  "symbols": ["O", "C", "C", "N", "C", "C", "C", "C", "H", "H", "H", "H", "H", "H", "H", "H", "H", "H", "C", "C", "O", "N", "C", "H", "H", "H", "H", "H", "H", "H", "C", "C", "O", "N", "C", "H", "H", "H", "H", "H", "H", "H", "C", "C", "O", "N", "C", "H", "H", "H", "H", "H", "H", "H", "C", "C", "O", "N", "C", "H", "H", "H", "H", "H", "H", "H", "C", "C", "O", "N", "C", "H", "H", "H", "H", "H", "H", "H", "C", "C", "O", "N", "C", "H", "H", "H", "H", "H", "H", "H"],
  "xyz": [[-1.00, 5.76, 5.39], [-0.43, 5.43, 4.44], [1.11, 5.31, 4.45], [1.64, 6.60, 4.00], [2.16, 7.47, 4.74], [2.50, 8.67, 3.90], [2.15, 8.31, 2.44], [1.51, 6.91, 2.59], [-0.93, 5.22, 3.47], [1.47, 5.11, 5.45], [1.47, 4.50, 3.81], [2.31, 7.37, 5.80], [1.78, 9.42, 4.25], [3.47, 9.12, 4.10], [3.00, 8.35, 1.78], [1.34, 8.96, 2.17], [0.54, 6.75, 2.15], [2.12, 6.17, 2.07], [0.04, 2.14, 2.06], [0.67, 2.89, 0.91], [0.72, 4.13, 0.88], [1.18, 2.17, -0.10], [1.22, 0.72, -0.24], [-0.32, 2.86, 2.79], [-0.79, 1.54, 1.71], [0.78, 1.49, 2.54], [1.59, 2.73, -0.83], [2.26, 0.40, -0.32], [0.69, 0.45, -1.16], [0.76, 0.22, 0.60], [6.27, -0.32, -1.16], [4.98, -0.79, -0.54], [4.25, -0.03, 0.09], [4.65, -2.09, -0.70], [5.38, -3.13, -1.41], [6.40, 0.74, -0.94], [7.12, -0.86, -0.74], [6.25, -0.45, -2.24], [3.77, -2.33, -0.26], [4.74, -3.53, -2.21], [5.61, -3.94, -0.72], [6.30, -2.75, -1.84], [-2.41, -2.75, 2.16], [-1.84, -1.57, 1.40], [-0.92, -0.90, 1.85], [-2.39, -1.28, 0.20], [-3.48, -1.96, -0.50], [-1.88, -2.85, 3.10], [-3.47, -2.58, 2.38], [-2.29, -3.67, 1.58], [-1.96, -0.49, -0.26], [-3.11, -2.33, -1.46], [-4.28, -1.26, -0.68], [-3.86, -2.80, 0.08], [-6.65, 0.68, -3.31], [-6.95, -0.18, -2.11], [-6.40, -1.26, -1.93], [-7.85, 0.28, -1.21], [-8.60, 1.52, -1.24], [-5.91, 0.18, -3.93], [-7.55, 0.83, -3.90], [-6.24, 1.64, -2.99], [-8.00, -0.34, -0.43], [-8.37, 2.11, -0.35], [-9.67, 1.30, -1.25], [-8.36, 2.11, -2.12], [3.94, -7.55, 0.66], [5.04, -6.56, 0.95], [5.47, -5.79, 0.10], [5.55, -6.53, 2.21], [5.17, -7.35, 3.35], [3.64, -7.44, -0.38], [4.29, -8.57, 0.82], [3.07, -7.35, 1.29], [6.28, -5.85, 2.33], [4.83, -6.71, 4.16], [6.05, -7.91, 3.69], [4.38, -8.05, 3.09], [-2.54, -1.58, -4.56], [-3.56, -1.29, -5.64], [-4.30, -0.32, -5.58], [-3.63, -2.15, -6.68], [-2.85, -3.35, -6.92], [-2.60, -0.80, -3.80], [-2.74, -2.54, -4.09], [-1.53, -1.57, -4.98], [-4.33, -1.90, -7.36], [-2.31, -3.25, -7.86], [-3.51, -4.21, -6.98], [-2.13, -3.52, -6.12]],
  "mulliken_charge": [-0.394, 0.053, -0.630, 0.156, 0.074, -0.810, -0.497, -0.583, 0.404, 0.391, 0.284, 0.463, 0.297, 0.436, 0.367, 0.268, 0.414, 0.290, -0.774, 0.680, -0.720, -0.118, -0.204, -0.064, 0.299, 0.378, 0.241, 0.005, 0.210, 0.141, -1.363, 0.837, -0.746, -0.098, -0.777, 0.304, 0.362, 0.380, 0.211, 0.247, 0.327, 0.318, -1.484, 0.814, -0.599, 0.007, -0.830, 0.312, 0.392, 0.376, 0.172, 0.144, 0.292, 0.386, -1.013, 0.830, -0.679, -0.177, -0.830, 0.031, 0.388, 0.360, 0.238, 0.277, 0.285, 0.324, -1.323, 0.779, -0.675, -0.168, -0.831, 0.279, 0.384, 0.376, 0.226, 0.281, 0.293, 0.322, -1.202, 0.724, -0.680, -0.169, -0.822, 0.259, 0.362, 0.381, 0.244, 0.287, 0.279, 0.321]
}


What did the fourth record say?
{
  "formula": "C4H14N3",
  "method": "wB97M-V/def2-TZVPD",
  "charge": 1,
  "homo_energy_ev": [-11.77, -15.19],
  "s2": 2.007,
  "e_lumo_ha": [-0.1047, -0.2150],
  "gap_ev": [8.9, 9.3],
  "e_tot_ev": -8834.056,
  "relative_energy_kj_mol": 18.7,
  "spin_multiplicity": 3,
  "symbols": ["C", "C", "C", "C", "N", "N", "N", "H", "H", "H", "H", "H", "H", "H", "H", "H", "H", "H", "H", "H", "H"],
  "xyz": [[0.06, -2.55, 0.09], [-0.94, -1.76, 0.81], [-1.55, -0.61, 0.07], [0.26, 0.00, -1.44], [-0.16, 1.12, 0.71], [-0.56, 0.32, -0.18], [1.44, 3.10, -0.22], [-0.33, -3.18, -0.61], [0.84, -1.98, -0.40], [0.61, -3.39, 0.63], [-0.57, -1.34, 1.74], [-1.75, -2.37, 1.01], [-2.15, -0.94, -0.81], [-2.31, -0.05, 0.72], [-0.08, -0.78, -2.11], [1.17, 0.63, -1.62], [0.67, 1.88, 0.46], [-0.90, 1.57, 1.27], [0.70, 3.37, -0.94], [1.40, 3.70, 0.58], [2.28, 3.07, -0.67]],
  "mulliken_spin": [0.031, 0.062, -0.018, 0.971, 0.576, 0.383, 0.006, -0.006, -0.032, 0.005, 0.003, -0.006, 0.006, 0.001, 0.008, 0.033, -0.034, 0.011, -0.002, 0.001, 0.001]
}